1.
{
  "formula": "C4H5NO",
  "method": "the ωB97M-V functional and the def2-TZVPD basis",
  "symbols": ["C", "C", "C", "C", "N", "O", "H", "H", "H", "H", "H"],
  "xyz": [[-1.77, 0.11, 0.12], [-0.33, -0.35, 0.16], [0.69, 0.59, -0.27], [1.87, -0.07, -0.14], [2.47, -1.10, 0.18], [-0.04, -1.48, 0.54], [-2.18, 0.06, 1.14], [-1.89, 1.12, -0.27], [-2.35, -0.59, -0.50], [0.55, 1.60, -0.62], [3.02, 0.14, -0.32]],
  "gap_ev": 8.0
}

2.
{
  "formula": "C4H5NO",
  "method": "the ωB97M-V functional and the def2-TZVPD basis",
  "symbols": ["O", "C", "C", "C", "C", "N", "H", "H", "H", "H", "H"],
  "xyz": [[0.14, -1.11, 0.92], [-0.77, 0.01, 0.42], [-0.31, 0.22, -1.01], [0.97, -0.29, -0.57], [-0.77, 1.07, 1.34], [-0.83, 1.97, 2.09], [-0.37, -1.93, 0.82], [-0.82, -0.38, -1.77], [-0.31, 1.28, -1.27], [1.43, -1.22, -0.93], [1.64, 0.38, -0.04]],
  "gap_ev": [7.1, 7.1]
}

3.
{
  "formula": "C4H5NO",
  "method": "the ωB97M-V functional and the def2-TZVPD basis",
  "symbols": ["O", "C", "C", "C", "C", "N", "H", "H", "H", "H", "H"],
  "xyz": [[1.35, -1.91, -0.57], [0.71, -0.91, -0.30], [-0.11, 0.02, -1.12], [-0.96, 0.79, -0.27], [-0.60, 0.51, 1.01], [0.41, -0.41, 1.03], [-0.23, -0.06, -2.20], [1.28, 0.27, -0.77], [-1.67, 1.55, -0.58], [-0.97, 0.97, 1.93], [0.80, -0.81, 1.86]],
  "gap_ev": 9.2
}

4.
{
  "formula": "C4H5NO2",
  "method": "the ωB97M-V functional and the def2-TZVPD basis",
  "symbols": ["C", "C", "O", "C", "O", "N", "C", "H", "H", "H", "H", "H"],
  "xyz": [[-0.74, -0.82, -0.67], [0.32, -1.30, -0.07], [1.48, -0.68, 0.48], [1.00, 0.66, 0.96], [0.78, 1.48, -0.03], [-0.52, 1.58, -0.45], [-1.02, 0.57, -1.00], [-1.50, -1.48, -1.04], [0.41, -2.51, 0.21], [1.81, 1.08, 1.48], [0.00, 0.34, 1.62], [-2.01, 1.07, -1.49]],
  "smiles": "C1=COCON=C1",
  "gap_ev": 9.9
}

5.
{
  "formula": "C4H5NO2",
  "method": "the ωB97M-V functional and the def2-TZVPD basis",
  "symbols": ["C", "C", "C", "C", "N", "O", "O", "H", "H", "H", "H", "H"],
  "xyz": [[0.87, 1.48, -0.07], [0.39, 1.45, 1.21], [-0.06, -0.53, 0.04], [-0.90, -1.73, -0.28], [0.43, 0.36, -0.75], [0.64, 0.09, -1.97], [-0.08, 0.35, 1.69], [1.27, 2.25, -0.64], [0.65, 2.26, 1.97], [-0.73, -2.41, 0.57], [-1.98, -1.44, -0.46], [-0.50, -2.13, -1.30]],
  "gap_ev": 9.1
}

6.
{
  "formula": "C4H5NO2",
  "method": "the ωB97M-V functional and the def2-TZVPD basis",
  "symbols": ["O", "C", "C", "C", "N", "C", "O", "H", "H", "H", "H", "H"],
  "xyz": [[2.74, 0.05, -0.30], [1.59, -0.29, -0.48], [0.66, 0.35, 0.48], [-0.53, 1.17, 0.07], [-0.74, -0.07, 0.75], [-1.46, -1.12, 0.14], [-2.43, -0.97, -0.57], [1.31, -1.03, -1.25], [1.54, 0.72, 1.07], [-0.80, 1.24, -0.99], [-0.77, 2.06, 0.65], [-1.11, -2.12, 0.43]],
  "smiles": "O=C[C@H]1CN1C=O",
  "gap_ev": 10.6
}

7.
{
  "formula": "C4H5NO2",
  "method": "the ωB97M-V functional and the def2-TZVPD basis",
  "symbols": ["O", "C", "N", "C", "C", "O", "C", "H", "H", "H", "H", "H"],
  "xyz": [[1.08, 2.13, 0.78], [0.59, 1.07, 0.46], [1.10, 0.18, -0.46], [0.41, -1.09, -0.29], [-0.97, -0.49, -0.22], [-1.55, -0.56, 1.05], [-0.89, 0.66, 0.66], [2.00, 0.29, -0.88], [0.73, -1.60, 0.64], [0.49, -1.80, -1.12], [-1.39, -0.27, -1.19], [-1.61, 1.47, 0.57]],
  "smiles": "O=C1NC[C@H]2O[C@@H]12",
  "gap_ev": 10.4
}

8.
{
  "formula": "C4H5NO2",
  "method": "the ωB97M-V functional and the def2-TZVPD basis",
  "symbols": ["C", "C", "C", "C", "O", "N", "O", "H", "H", "H", "H", "H"],
  "xyz": [[2.21, -0.69, 0.64], [0.96, -0.41, 0.46], [-0.14, 0.07, -0.06], [-1.61, -0.25, 0.14], [-2.40, 0.92, 0.13], [0.03, 1.05, -1.14], [1.16, 1.38, -1.39], [2.83, -0.15, 1.36], [2.68, -1.47, 0.04], [-1.77, -0.74, 1.10], [-1.92, -0.95, -0.65], [-2.19, 1.38, -0.70]],
  "smiles": "C=C=C(CO)N=O",
  "gap_ev": 8.7
}

9.
{
  "formula": "C4H5NO2",
  "method": "the ωB97M-V functional and the def2-TZVPD basis",
  "symbols": ["C", "C", "C", "C", "N", "O", "O", "H", "H", "H", "H", "H"],
  "xyz": [[1.00, 0.89, 0.67], [3.17, 0.29, -0.13], [-0.87, -0.35, 0.89], [-0.05, 0.33, -0.17], [2.24, 0.50, 0.58], [4.24, 0.18, -0.60], [-0.55, 1.48, -0.80], [-0.38, -0.32, 1.80], [-1.10, -1.29, 0.63], [-1.69, 0.29, 1.11], [0.16, -0.39, -1.04], [-0.59, 2.16, -0.13]],
  "gap_ev": 8.3
}

10.
{
  "formula": "C4H5NO2",
  "method": "the ωB97M-V functional and the def2-TZVPD basis",
  "symbols": ["O", "C", "C", "C", "N", "C", "O", "H", "H", "H", "H", "H"],
  "xyz": [[1.35, -1.50, -0.11], [1.28, -0.39, -0.59], [0.63, 0.68, 0.27], [-0.72, 1.26, 0.20], [-0.47, 0.06, 1.03], [-0.86, -1.09, 0.24], [-0.99, -1.05, -0.96], [1.75, -0.16, -1.55], [1.39, 1.21, 0.85], [-1.33, 1.11, -0.69], [-0.93, 2.15, 0.80], [-1.07, -1.99, 0.82]],
  "smiles": "O=C[C@H]1CN1C=O",
  "gap_ev": 10.7
}

11.
{
  "formula": "C4H5NO2",
  "method": "the ωB97M-V functional and the def2-TZVPD basis",
  "symbols": ["O", "C", "C", "O", "N", "C", "C", "H", "H", "H", "H", "H"],
  "xyz": [[1.85, 1.43, 1.13], [2.08, 0.44, 0.48], [0.99, -0.51, -0.02], [1.27, -1.52, -0.62], [-0.28, -0.18, 0.39], [-1.38, -0.65, -0.31], [-1.01, 0.99, -0.01], [3.10, 0.12, 0.19], [-2.25, -1.04, 0.20], [-1.13, -1.10, -1.28], [-1.59, 0.70, -0.97], [-1.65, 1.31, 0.81]],
  "smiles": "O=CC(=O)N1CC1",
  "gap_ev": 9.1
}

12.
{
  "formula": "C4H5NO2",
  "method": "the ωB97M-V functional and the def2-TZVPD basis",
  "symbols": ["N", "C", "C", "C", "O", "C", "O", "H", "H", "H", "H", "H"],
  "xyz": [[2.07, 1.15, 0.97], [0.83, 0.71, 1.00], [-0.31, 0.60, 0.53], [-0.95, -0.20, -0.50], [-2.31, -0.08, -0.77], [-0.62, -1.70, -0.50], [0.49, -2.14, -0.32], [2.71, 1.09, 1.74], [2.45, 1.43, 0.07], [-0.33, 0.41, -1.22], [-2.58, 0.80, -0.48], [-1.49, -2.38, -0.66]],
  "smiles": "NC#C[C@H](O)C=O",
  "gap_ev": 9.6
}

Results for energy above the lowest of the compared OMol25 structures with the same formula, charge and spin: 372.65, 503.66, 199.39, 485.47, 511.16, 263.41, 255.27, 460.54, 414.62, 286.70, 431.09, 360.89 (in kJ/mol, following the order of the records).